[1]
72
Properties=species:S:1:pos:R:3:forces:R:3 method="wB97M-V/def2-TZVPD" s2=2.015 e_homo_ev="-7.05 / -7.63" spin_multiplicity=3 total_charge=0 max_force_ha_per_bohr=0.0165 homo_lumo_gap_ev="6.2 / 6.4"
Pd -0.3925 -0.4045 0.6059 -0.08 0.51 0.21
S 0.9264 -1.9461 -0.7139 0.35 -0.22 -0.49
C 0.4768 -3.1298 0.3748 0.25 0.07 0.81
N -0.1890 -4.2235 0.0606 -0.33 -0.09 -0.13
C -0.4240 -5.2766 1.0499 0.08 0.04 0.08
C 0.7671 -5.3569 1.9699 -0.12 0.05 -0.01
N 0.9683 -4.0487 2.5815 0.12 -0.02 0.15
C 1.2208 -4.0538 4.0275 0.10 0.06 -0.08
C -0.0098 -4.5059 4.7758 0.04 0.09 -0.07
C 0.0594 -5.5477 5.6886 -0.02 -0.03 0.03
C -1.0825 -5.9631 6.3615 0.03 -0.03 0.03
C -2.2950 -5.3422 6.1127 -0.07 0.02 -0.01
C -2.3666 -4.3007 5.1953 -0.04 0.00 0.01
C -1.2286 -3.8775 4.5301 -0.02 -0.06 0.02
C 0.8366 -2.9436 1.8680 -0.15 -0.25 -0.61
S 1.0080 -1.4082 2.4669 -0.05 0.15 0.17
C -0.8487 -4.3642 -1.2525 0.11 0.03 -0.08
C -2.1539 -5.1040 -1.1405 0.05 -0.08 -0.05
C -3.2019 -4.5791 -0.3909 0.05 0.03 0.01
C -4.3888 -5.2829 -0.2804 -0.06 0.04 0.06
C -4.5432 -6.5056 -0.9179 -0.01 -0.06 -0.02
C -3.5031 -7.0326 -1.6681 -0.02 0.02 0.01
C -2.3100 -6.3325 -1.7731 0.00 0.05 -0.02
H -0.5727 -6.2148 0.5186 0.03 0.00 0.00
H -1.3344 -5.0555 1.6141 0.04 -0.02 0.02
H 1.6773 -5.6672 1.4474 -0.06 -0.01 -0.05
H 0.5640 -6.0626 2.7738 -0.01 -0.03 -0.04
H 1.5246 -3.0488 4.3163 -0.03 -0.05 -0.01
H 2.0599 -4.7310 4.2081 -0.04 0.02 0.04
H 1.0059 -6.0409 5.8776 0.03 0.00 0.00
H -1.0228 -6.7762 7.0730 0.00 -0.01 0.00
H -3.1877 -5.6710 6.6283 0.00 0.00 0.01
H -3.3079 -3.8089 4.9887 -0.02 0.00 0.01
H -1.3113 -3.0671 3.8167 0.01 0.09 -0.08
H -0.1751 -4.8926 -1.9338 0.03 0.05 0.03
H -0.9822 -3.3485 -1.6291 -0.09 -0.08 0.00
H -3.0826 -3.6229 0.1046 0.00 0.04 0.02
H -5.1978 -4.8688 0.3056 -0.03 0.02 0.01
H -5.4758 -7.0468 -0.8303 -0.02 -0.01 0.00
H -3.6183 -7.9839 -2.1696 -0.01 -0.02 -0.01
H -1.4950 -6.7404 -2.3599 0.02 -0.01 -0.01
C -0.2810 3.1687 1.2759 0.11 0.11 0.01
As 0.9149 1.6827 0.9698 -0.19 -0.11 -0.19
C 2.1337 2.3201 -0.3990 0.01 0.06 0.03
C 2.0587 1.7755 2.5403 -0.02 0.07 0.01
H 0.2918 4.0781 1.4688 -0.06 -0.03 0.01
H -0.9192 2.9247 2.1230 0.02 -0.02 0.01
H -0.9101 3.2975 0.3999 0.02 -0.01 -0.01
H 2.7164 3.1563 -0.0103 -0.03 0.00 -0.04
H 1.5443 2.6292 -1.2595 0.00 0.00 0.03
H 2.8087 1.5182 -0.6939 -0.01 -0.04 0.04
H 2.4538 2.7895 2.6238 0.01 -0.05 0.02
H 2.8824 1.0688 2.4494 -0.02 0.00 -0.03
H 1.4853 1.5374 3.4359 -0.02 -0.01 -0.04
O -2.3744 -1.8823 2.1319 -0.21 -0.35 0.01
S -2.9797 -0.7243 1.4699 0.44 0.29 -0.03
O -2.1835 0.5078 1.7842 0.05 -0.17 0.07
O -4.3904 -0.5634 1.6717 -0.13 -0.02 -0.14
S -2.4590 -0.9334 -0.5574 -0.06 -0.01 0.24
C -0.9665 1.8297 -4.1370 0.02 -0.03 0.00
C -2.2473 2.3893 -3.5120 -0.03 0.00 -0.01
C -1.8995 2.5126 -2.0210 -0.11 -0.10 0.13
O -0.6451 1.8452 -1.8306 0.12 0.20 -0.03
C -0.3864 1.0429 -2.9732 0.00 -0.16 0.01
H -0.2855 2.6309 -4.4315 0.00 0.00 0.04
H -1.1613 1.2081 -5.0096 0.01 -0.01 -0.02
H -3.0687 1.6868 -3.6512 -0.01 -0.01 0.02
H -2.5456 3.3421 -3.9456 -0.01 0.01 0.00
H -2.6484 2.0331 -1.3838 0.01 0.05 -0.04
H -1.7724 3.5512 -1.7043 0.00 -0.04 -0.04
H -0.8848 0.0678 -2.8704 0.03 0.07 0.00
H 0.6913 0.8764 -3.0293 -0.02 0.02 -0.01

---

[2]
68
Properties=species:S:1:pos:R:3:forces:R:3 method="wB97M-V/def2-TZVPD" e_homo_ev=-0.69 total_charge=-2 max_force_ha_per_bohr=0.0052 homo_lumo_gap_ev=5.1
Cu 0.6403 -0.5042 1.1680 -0.17 -0.07 0.05
N 0.6645 1.7920 0.7919 -0.08 0.02 -0.05
C -0.3714 2.2166 1.7447 0.01 -0.01 -0.09
C -0.1788 1.5235 3.1020 0.20 0.01 0.02
O -0.2068 2.2426 4.1327 -0.09 -0.05 -0.02
N 0.0377 0.2311 2.9816 0.03 0.04 -0.05
C 0.6335 -0.4624 4.0995 0.02 0.07 0.01
C 2.0495 -0.9996 3.7632 -0.04 -0.21 -0.16
O 2.6510 -1.5892 4.6842 0.02 0.10 -0.01
O 2.4607 -0.8363 2.5745 0.01 0.05 0.16
H 1.5596 2.2087 1.0129 0.03 -0.01 -0.02
H 0.4032 1.9957 -0.1649 0.01 0.00 0.06
H -1.3244 1.9099 1.3174 -0.02 0.07 0.04
H -0.3959 3.2978 1.9143 0.02 0.00 0.03
H 0.0309 -1.3306 4.3944 0.02 -0.02 0.01
H 0.7280 0.1819 4.9774 -0.04 0.01 0.02
C -3.6446 0.7874 2.9763 -0.04 0.04 -0.03
C -3.4942 0.2195 1.5661 -0.04 -0.04 -0.04
C -4.3905 -1.0074 1.3742 0.02 0.01 -0.01
C -3.7624 1.2510 0.4831 -0.04 -0.01 0.06
C -4.8626 2.1001 0.5528 0.03 0.01 0.03
C -5.0759 3.0842 -0.3981 0.02 0.02 -0.04
C -4.1669 3.2424 -1.4367 -0.07 0.00 0.01
C -3.0695 2.4014 -1.5580 0.12 -0.08 0.11
C -2.0528 2.5444 -2.6716 -0.05 -0.10 -0.08
C -2.3635 1.5843 -3.8269 0.02 0.06 0.05
C -1.9170 3.9683 -3.1982 0.01 0.06 0.00
C -2.8831 1.3771 -0.6069 -0.16 0.05 -0.13
N -1.7636 0.5499 -0.6780 0.14 -0.05 -0.02
C -1.8878 -0.6421 -1.1322 -0.07 0.11 -0.02
C -0.9233 -1.6911 -1.1224 -0.08 -0.04 -0.09
C -1.0673 -2.8421 -1.9095 -0.02 -0.02 0.06
C 0.0504 -3.6287 -1.6487 0.07 0.05 0.03
C 0.8149 -2.9221 -0.6965 0.03 -0.09 -0.08
N 0.2286 -1.7529 -0.3780 0.16 0.09 0.09
C 2.1045 -3.3939 -0.0536 0.00 -0.02 0.00
C 3.1891 -2.3185 -0.1854 -0.04 0.04 0.04
C 2.6042 -4.6656 -0.7486 -0.01 0.04 0.00
C 1.8552 -3.7140 1.4256 -0.04 0.03 0.00
H -3.3432 0.0367 3.7081 0.03 0.00 0.00
H -4.6804 1.0730 3.1896 0.00 -0.01 0.01
H -3.0062 1.6588 3.1254 0.01 -0.01 0.02
H -2.4573 -0.1073 1.4611 0.02 0.03 0.05
H -5.4474 -0.7275 1.4378 0.00 -0.01 0.00
H -4.1839 -1.7542 2.1441 0.00 0.00 0.00
H -4.2192 -1.4689 0.3994 -0.01 -0.01 0.01
H -5.5532 2.0057 1.3837 0.01 -0.01 0.00
H -5.9309 3.7455 -0.3171 0.00 0.00 -0.01
H -4.3189 4.0422 -2.1528 0.01 -0.02 -0.02
H -1.0905 2.2391 -2.2493 -0.01 0.00 0.00
H -3.3414 1.8208 -4.2568 0.00 -0.01 -0.02
H -2.3790 0.5523 -3.4819 -0.01 -0.03 0.00
H -1.6086 1.6656 -4.6142 -0.01 0.01 0.00
H -2.8145 4.2912 -3.7345 0.01 -0.02 0.02
H -1.0831 4.0240 -3.9014 0.01 0.02 0.00
H -1.7319 4.6763 -2.3879 0.00 0.00 -0.01
H -2.8403 -0.9404 -1.6011 0.00 0.01 0.01
H -1.8881 -3.0476 -2.5840 0.00 0.00 0.01
H 0.2823 -4.5918 -2.0754 0.02 -0.01 -0.01
H 3.3576 -2.0855 -1.2415 0.02 0.01 0.00
H 4.1247 -2.6741 0.2567 0.00 -0.01 -0.01
H 2.9096 -1.4111 0.3486 -0.01 -0.01 0.00
H 2.7886 -4.4899 -1.8122 0.00 -0.01 0.00
H 1.8817 -5.4798 -0.6539 0.00 -0.01 0.00
H 3.5408 -4.9888 -0.2855 -0.01 0.01 0.00
H 1.4460 -2.8457 1.9399 0.03 -0.05 -0.01
H 2.7888 -3.9728 1.9321 0.00 -0.02 -0.01
H 1.1525 -4.5484 1.5133 0.00 -0.01 0.00

---

[3]
66
Properties=species:S:1:pos:R:3:forces:R:3 method="wB97M-V/def2-TZVPD" e_homo_ev=-9.43 total_charge=0 max_force_ha_per_bohr=0.0073 homo_lumo_gap_ev=10.0
C -2.6536 4.0136 5.3997 0.00 -0.01 0.02
C -4.1104 4.2041 4.9510 0.06 -0.02 0.03
C -4.6002 3.1556 3.9539 -0.04 0.04 -0.01
C -3.9276 3.2585 2.5858 0.04 -0.02 0.15
C -4.3303 2.1340 1.6152 -0.09 0.01 -0.04
C -3.1542 1.3238 1.0616 -0.02 0.16 0.09
O -3.0955 0.0584 1.7015 0.03 -0.07 -0.06
C -1.9019 -0.2092 2.4120 0.07 0.02 0.19
C -0.7349 -0.5458 1.4966 0.12 -0.09 -0.06
C 0.6200 -0.5282 2.1985 0.02 -0.06 -0.05
C 1.7616 -0.7791 1.2177 -0.20 0.02 -0.04
C -2.2566 -1.3686 3.3314 0.00 0.07 -0.09
C -3.2842 -0.9397 4.3514 0.06 -0.31 -0.21
O -3.4046 0.1306 4.8239 0.04 0.23 0.18
I -4.6296 -2.5380 4.9575 -0.01 -0.06 0.04
O -5.0361 2.6326 0.4844 0.06 0.09 -0.07
C -6.3221 3.1083 0.7996 -0.05 0.02 0.06
H -2.6017 3.4946 6.3575 0.00 -0.05 -0.04
H -2.1386 4.9674 5.5183 -0.01 0.00 0.03
H -2.0768 3.4224 4.6856 -0.02 0.03 -0.01
H -4.2445 5.1966 4.5098 0.03 -0.02 -0.01
H -4.7525 4.1711 5.8337 -0.04 0.08 -0.03
H -4.4435 2.1516 4.3616 -0.03 0.13 -0.02
H -5.6790 3.2838 3.8192 -0.02 -0.10 0.03
H -4.1743 4.2197 2.1232 0.04 -0.02 0.00
H -2.8430 3.2562 2.7198 -0.01 0.00 -0.04
H -4.9786 1.4275 2.1531 0.01 -0.05 -0.08
H -2.2136 1.8627 1.2145 -0.02 -0.01 -0.07
H -3.3004 1.1884 -0.0111 -0.03 -0.07 0.01
H -1.6386 0.6578 3.0349 -0.02 0.03 -0.07
H -0.9039 -1.5306 1.0470 -0.03 0.05 -0.04
H -0.7092 0.1726 0.6710 -0.07 0.01 0.04
H 0.6470 -1.3005 2.9735 -0.01 0.08 0.05
H 0.7553 0.4386 2.6934 0.02 -0.05 0.07
H 1.5571 -1.6824 0.6410 0.12 -0.02 0.02
H 2.7174 -0.8975 1.7272 0.01 0.03 -0.02
H 1.8425 0.0473 0.5075 0.06 -0.01 0.02
H -2.6444 -2.1982 2.7426 -0.01 -0.02 0.03
H -1.3801 -1.7248 3.8794 -0.05 0.00 0.06
H -6.3023 3.8447 1.6109 -0.01 0.00 -0.04
H -6.7243 3.5886 -0.0898 0.01 -0.03 -0.03
H -6.9849 2.2845 1.0921 0.02 0.01 0.04
F 1.7210 -3.2170 -1.2648 -0.02 -0.02 -0.02
C 3.0244 -3.3014 -1.6101 0.02 -0.02 -0.01
C 3.6143 -2.2259 -2.2429 -0.01 0.04 0.00
C 4.9531 -2.3226 -2.5958 0.01 0.00 0.02
C 5.6731 -3.4760 -2.3178 -0.01 -0.01 -0.01
C 5.0513 -4.5399 -1.6794 0.00 0.01 -0.01
C 3.7137 -4.4599 -1.3170 0.01 -0.02 0.02
H 3.0311 -1.3385 -2.4499 -0.01 0.00 0.01
H 5.4342 -1.4910 -3.0943 0.01 0.00 0.00
H 6.7127 -3.5468 -2.6063 0.00 0.00 0.00
H 5.6078 -5.4422 -1.4629 0.00 0.00 0.00
H 3.2080 -5.2750 -0.8177 -0.01 0.00 -0.01
F 6.3967 -3.0885 -5.7536 0.00 0.00 0.00
C 5.7995 -2.2424 -6.6197 0.00 0.02 0.00
C 4.6051 -1.6540 -6.2557 -0.04 0.01 0.02
C 4.0015 -0.7802 -7.1492 0.02 0.00 -0.02
C 4.5895 -0.5130 -8.3779 0.00 0.00 0.01
C 5.7901 -1.1222 -8.7160 -0.01 0.00 0.00
C 6.4089 -1.9962 -7.8334 0.02 0.00 -0.01
H 4.1639 -1.8821 -5.2952 0.01 -0.03 0.00
H 3.0659 -0.3073 -6.8813 0.00 -0.01 0.00
H 4.1131 0.1678 -9.0704 0.00 0.00 0.00
H 6.2512 -0.9177 -9.6732 0.00 0.00 0.00
H 7.3451 -2.4812 -8.0731 0.00 -0.01 0.01

---

Computed relative energy (zero: lowest compared OMol25 entry of this formula, charge and spin) (kcal/mol) in order:
0.00, 0.00, 0.00